The ion C6H13N2 with charge +1. Source: the OMol25 dataset; level of theory: the ωB97M-V functional and the def2-TZVPD basis.

Last column: Mulliken charge in e.
Positions of all 21 atoms, in Å:
C  0.446  -0.799  -2.025  -0.855
N  0.639  0.240  -0.948  -0.506
C  0.521  -0.190  0.409  0.630
C  -1.274  0.096  0.747  -0.152
C  -1.627  1.523  0.784  -0.524
N  -1.841  0.754  -0.434  -0.162
C  1.513  0.215  1.480  -0.783
C  1.276  -1.287  1.151  -0.589
H  0.139  -1.828  -1.697  0.277
H  -0.357  -0.292  -2.545  0.296
H  1.371  -1.157  -2.548  0.338
H  1.472  0.741  -1.133  0.265
H  -1.622  -0.929  1.116  0.388
H  -2.533  1.783  1.309  0.350
H  -0.777  2.259  0.778  0.238
H  -2.695  0.337  -0.834  0.318
H  -1.135  0.980  -1.200  0.339
H  1.040  0.642  2.306  0.294
H  2.503  0.541  1.116  0.279
H  2.134  -1.544  0.507  0.264
H  0.807  -2.085  1.661  0.296

Results
Max |F|, Eh/bohr: 0.10460
Kohn-Sham gap, hartree: 0.3841
Energy above the lowest of the compared OMol25 structures with the same formula, charge and spin, eV: 4.3676
Charge: +1
SMILES string: CNC1([C@H]2C[NH2+]2)CC1

A cluster of 3 separate species, C3H11NO2 in total. Source: the OMol25 dataset; level of theory: the ωB97M-V functional and the def2-TZVPD basis.

Last column: Mulliken charge in e.
Positions of all 17 atoms, in Å:
C  1.256  0.044  1.259  -1.088
C  0.875  0.601  -0.065  0.216
C  -0.090  1.677  -0.110  -1.060
N  1.743  0.103  -1.143  -0.526
H  1.838  0.786  1.889  0.205
H  2.033  -0.632  0.962  0.398
H  0.547  -0.467  1.937  0.215
H  -0.750  1.823  -1.031  0.209
H  -0.435  2.154  0.856  0.367
H  1.639  0.830  -1.874  0.264
H  1.549  -0.945  -1.315  0.148
H  -1.906  -1.370  -1.098  0.325
H  -0.737  -2.190  -1.732  0.360
O  -1.625  -1.830  -1.875  -0.825
H  -2.043  -0.952  1.191  0.319
H  -1.610  0.407  0.769  0.251
O  -2.285  -0.040  1.380  -0.777

Results
Max |F|, Eh/bohr: 0.04561
Kohn-Sham gap (alpha / beta), hartree: 0.1224 / 0.2473
Energy above the lowest of the compared OMol25 structures with the same formula, charge and spin, eV: 1.8837
Charge: -1
2S+1: 2